No. 1
Density functional theory data (wB97M-V/def2-TZVPD) for an isolated molecule of C27H24F2N4O3S2.

CARTESIAN COORDINATES (ANGSTROEM)
O 1.85 1.48 3.21
C 1.00 0.72 2.81
N 1.19 -0.33 1.97
C 2.32 -0.63 1.20
C 3.47 0.15 1.19
C 4.55 -0.20 0.40
C 4.53 -1.34 -0.40
C 3.35 -2.11 -0.40
C 2.28 -1.76 0.39
H 1.38 -2.37 0.37
H 3.27 -2.98 -1.03
N 5.57 -1.69 -1.25
C 6.01 -3.08 -1.32
H 6.39 -3.26 -2.33
C 7.13 -3.32 -0.30
O 8.22 -2.45 -0.51
C 7.81 -1.10 -0.43
C 6.70 -0.81 -1.45
H 7.09 -1.01 -2.45
H 6.38 0.23 -1.40
H 7.45 -0.88 0.59
H 8.70 -0.50 -0.64
H 6.73 -3.18 0.72
H 7.53 -4.33 -0.39
H 5.18 -3.76 -1.12
H 5.42 0.43 0.44
H 3.52 1.03 1.81
H 0.38 -0.91 1.78
C -0.43 0.81 3.35
H -0.59 1.81 3.74
H -0.58 0.08 4.14
S -1.72 0.45 2.12
C -1.15 1.49 0.83
N -0.06 2.13 1.04
C 0.47 2.88 0.02
C 1.67 3.56 0.24
C 2.23 4.30 -0.78
C 1.60 4.38 -2.02
C 0.42 3.72 -2.25
C -0.16 2.96 -1.23
C -1.41 2.24 -1.46
O -2.05 2.24 -2.48
N -1.86 1.51 -0.34
C -3.08 0.78 -0.46
C -4.17 1.13 0.32
C -5.35 0.42 0.20
C -5.43 -0.62 -0.72
C -4.35 -0.94 -1.52
C -3.17 -0.25 -1.38
H -2.32 -0.49 -2.00
H -4.44 -1.74 -2.25
S -6.96 -1.53 -0.86
C -6.40 -3.11 -0.14
F -5.45 -3.69 -0.90
F -5.86 -2.93 1.08
H -7.26 -3.78 -0.07
H -6.20 0.67 0.81
H -4.10 1.95 1.02
H -0.09 3.76 -3.20
H 2.05 4.97 -2.81
H 3.16 4.83 -0.61
H 2.14 3.48 1.21

Results
SMILES ... O=C(CSc1nc2ccccc2c(=O)n1-c1ccc(SC(F)F)cc1)Nc1ccc(N2CCOCC2)cc1
E ... -67598.05453 eV
Gap between HOMO and LUMO ... 7.5 eV
Energy relative to the best compared isomer or geometry (same formula, charge and spin) ... 2.66 kcal/mol
E_LUMO ... 0.21 eV

Mulliken population analysis, charges in e, atoms 1 to 2:
1 O -0.65
2 C 0.50

No. 2
Density functional theory data (wB97M-V/def2-TZVPD) for a structure of composition C28H40N5O2SSbTi at a distorted geometry.

CARTESIAN COORDINATES (ANGSTROEM)
Ti 0.72 -0.83 0.05
C -0.93 -4.65 -0.74
C -0.52 -3.21 -0.80
N -0.38 -2.41 0.32
N -0.76 -3.00 1.53
C -0.26 -2.39 2.55
N -0.66 -2.81 3.80
S 0.84 -1.00 2.49
C -0.14 -2.59 -1.98
C -0.08 -3.28 -3.23
C 0.45 -2.66 -4.31
C 0.94 -1.32 -4.20
C 0.85 -0.69 -3.02
N 0.30 -1.26 -1.89
H -1.35 -4.88 0.23
H -0.06 -5.30 -0.89
H -1.66 -4.90 -1.51
H -1.09 -3.72 3.83
H -0.05 -2.58 4.56
H -0.46 -4.29 -3.29
H 0.50 -3.19 -5.26
H 1.40 -0.82 -5.04
H 1.22 0.32 -2.90
O 2.20 0.50 0.05
C 3.02 -0.45 0.03
N 2.54 -1.65 -0.23
C 3.61 -2.58 -0.18
O 3.55 -3.74 -0.37
C 4.87 -1.78 0.14
C 6.17 -2.18 0.30
C 7.11 -1.19 0.62
C 6.73 0.13 0.77
C 5.40 0.51 0.60
C 4.50 -0.47 0.28
H 6.45 -3.22 0.18
H 8.15 -1.47 0.76
H 7.48 0.87 1.03
H 5.09 1.54 0.72
C -1.57 1.83 -2.58
C -1.13 2.63 -1.35
C -1.99 3.90 -1.28
C 0.34 3.03 -1.50
Sb -1.20 1.22 0.37
C -1.05 2.46 2.18
C -1.49 1.64 3.39
C -1.87 3.75 2.15
C 0.44 2.79 2.30
C -3.21 0.37 0.31
C -3.21 -0.62 -0.86
C -3.40 -0.44 1.60
C -4.32 1.40 0.15
H -1.24 2.36 -3.48
H -2.65 1.74 -2.63
H -1.15 0.82 -2.62
H -2.04 4.34 -2.28
H -1.56 4.65 -0.63
H -3.01 3.71 -0.95
H 0.47 3.55 -2.46
H 1.02 2.18 -1.49
H 0.66 3.71 -0.70
H -2.57 1.56 3.44
H -1.17 2.18 4.30
H -1.06 0.65 3.43
H -2.91 3.58 1.88
H -1.45 4.49 1.48
H -1.85 4.18 3.16
H 1.05 1.89 2.36
H 0.60 3.37 3.22
H 0.80 3.39 1.46
H -2.42 -1.37 -0.76
H -3.10 -0.14 -1.83
H -4.18 -1.15 -0.86
H -2.57 -1.11 1.81
H -4.30 -1.06 1.48
H -3.56 0.20 2.47
H -4.23 1.95 -0.79
H -4.35 2.11 0.97
H -5.29 0.88 0.13

Results
E ... -81720.56901 eV
Gap between HOMO and LUMO (alpha / beta) ... 5.5 / 5.6 eV
Energy relative to the best compared isomer or geometry (same formula, charge and spin) ... 9.25 kcal/mol
E_LUMO (alpha / beta) ... -0.33 / -0.32 eV

Mulliken population analysis, charges in e, atoms 1 to 2:
1 Ti -1.72
2 C -2.00

Repeat the second record exactly.
Density functional theory data (wB97M-V/def2-TZVPD) for a structure of composition C28H40N5O2SSbTi at a distorted geometry.

CARTESIAN COORDINATES (ANGSTROEM)
Ti 0.72 -0.83 0.05
C -0.93 -4.65 -0.74
C -0.52 -3.21 -0.80
N -0.38 -2.41 0.32
N -0.76 -3.00 1.53
C -0.26 -2.39 2.55
N -0.66 -2.81 3.80
S 0.84 -1.00 2.49
C -0.14 -2.59 -1.98
C -0.08 -3.28 -3.23
C 0.45 -2.66 -4.31
C 0.94 -1.32 -4.20
C 0.85 -0.69 -3.02
N 0.30 -1.26 -1.89
H -1.35 -4.88 0.23
H -0.06 -5.30 -0.89
H -1.66 -4.90 -1.51
H -1.09 -3.72 3.83
H -0.05 -2.58 4.56
H -0.46 -4.29 -3.29
H 0.50 -3.19 -5.26
H 1.40 -0.82 -5.04
H 1.22 0.32 -2.90
O 2.20 0.50 0.05
C 3.02 -0.45 0.03
N 2.54 -1.65 -0.23
C 3.61 -2.58 -0.18
O 3.55 -3.74 -0.37
C 4.87 -1.78 0.14
C 6.17 -2.18 0.30
C 7.11 -1.19 0.62
C 6.73 0.13 0.77
C 5.40 0.51 0.60
C 4.50 -0.47 0.28
H 6.45 -3.22 0.18
H 8.15 -1.47 0.76
H 7.48 0.87 1.03
H 5.09 1.54 0.72
C -1.57 1.83 -2.58
C -1.13 2.63 -1.35
C -1.99 3.90 -1.28
C 0.34 3.03 -1.50
Sb -1.20 1.22 0.37
C -1.05 2.46 2.18
C -1.49 1.64 3.39
C -1.87 3.75 2.15
C 0.44 2.79 2.30
C -3.21 0.37 0.31
C -3.21 -0.62 -0.86
C -3.40 -0.44 1.60
C -4.32 1.40 0.15
H -1.24 2.36 -3.48
H -2.65 1.74 -2.63
H -1.15 0.82 -2.62
H -2.04 4.34 -2.28
H -1.56 4.65 -0.63
H -3.01 3.71 -0.95
H 0.47 3.55 -2.46
H 1.02 2.18 -1.49
H 0.66 3.71 -0.70
H -2.57 1.56 3.44
H -1.17 2.18 4.30
H -1.06 0.65 3.43
H -2.91 3.58 1.88
H -1.45 4.49 1.48
H -1.85 4.18 3.16
H 1.05 1.89 2.36
H 0.60 3.37 3.22
H 0.80 3.39 1.46
H -2.42 -1.37 -0.76
H -3.10 -0.14 -1.83
H -4.18 -1.15 -0.86
H -2.57 -1.11 1.81
H -4.30 -1.06 1.48
H -3.56 0.20 2.47
H -4.23 1.95 -0.79
H -4.35 2.11 0.97
H -5.29 0.88 0.13

Results
E ... -81720.56901 eV
Gap between HOMO and LUMO (alpha / beta) ... 5.5 / 5.6 eV
Energy relative to the best compared isomer or geometry (same formula, charge and spin) ... 9.25 kcal/mol
E_LUMO (alpha / beta) ... -0.33 / -0.32 eV

Mulliken population analysis, charges in e, atoms 1 to 2:
1 Ti -1.72
2 C -2.00